Entry 1:
Formula: C2H2ClO3
Source: the Open Molecules 2025 dataset
Level of theory: ωB97M-V/def2-TZVPD

Structure (XYZ):
```
8
C2H2ClO3, DFT ωB97M-V/def2-TZVPD
C -0.54 -0.88 0.10
C -0.18 0.48 -0.32
O -0.16 -1.22 1.22
O -1.26 -1.50 -0.74
O 1.61 0.85 0.41
Cl -1.08 1.72 0.39
H -0.23 0.65 -1.43
H 1.84 -0.08 0.36
```

## Properties
- Charge: -1
- Max |F|: 4.054 eV/A
- HOMO level: -4.83 eV
- Energy relative to the best compared isomer or geometry (same formula, charge and spin): 2.4518 eV
- LUMO energy: 3.67 eV
- Energy: -763.32191 hartree
- Gap between HOMO and LUMO: 0.3123 Eh

=====

Entry 2:
Formula: C5H12NO2
Source: the Open Molecules 2025 dataset
Level of theory: ωB97M-V/def2-TZVPD

Structure (XYZ):
```
20
C5H12NO2, DFT ωB97M-V/def2-TZVPD
O -2.00 -0.59 -0.50
C -2.09 0.45 0.42
C -0.61 0.84 0.68
C -0.01 1.12 -0.63
C 0.46 0.19 -1.76
C 1.15 -1.13 -1.30
O 2.58 -0.46 1.16
N 0.01 -0.16 1.48
H -2.47 0.06 1.38
H -0.80 1.68 1.33
H -0.76 0.13 -1.38
H -0.28 2.17 -0.85
H 0.86 0.42 -2.79
H 2.19 -0.97 -1.06
H 1.07 -1.81 -2.14
H 0.62 -1.64 -0.52
H 3.13 -0.52 1.95
H 1.12 -0.23 1.49
H -0.23 -0.04 2.46
H -2.48 1.46 0.02
```

## Properties
- Charge: +1
- Max |F|: 5.988 eV/A
- HOMO level: -13.78 eV
- Energy relative to the best compared isomer or geometry (same formula, charge and spin): 11.5474 eV
- LUMO energy: -9.04 eV
- Energy: -402.29748 hartree
- Gap between HOMO and LUMO: 0.1740 Eh

=====

Entry 3:
Formula: C45H58Br2CaN7OP
Source: the Open Molecules 2025 dataset
Level of theory: ωB97M-V/def2-TZVPD

Structure (XYZ):
```
115
C45H58Br2CaN7OP, DFT ωB97M-V/def2-TZVPD
Ca 10.68 11.76 14.43
C 7.24 14.88 12.12
C 8.02 15.64 13.14
C 7.81 17.04 13.27
C 8.49 17.75 14.22
C 9.46 17.10 15.04
C 10.26 17.76 16.01
Br 10.13 19.59 16.29
C 11.23 17.10 16.82
C 11.38 15.73 16.61
Br 12.61 14.69 17.60
C 10.58 15.03 15.62
O 10.74 13.74 15.52
C 9.61 15.71 14.82
N 8.87 15.01 13.93
H 6.94 15.56 11.31
H 6.32 14.44 12.58
H 7.84 14.04 11.71
H 7.08 17.55 12.65
H 8.31 18.82 14.35
H 11.81 17.69 17.52
C 15.43 12.36 15.69
C 15.53 11.63 16.88
C 14.39 10.95 17.34
C 13.17 11.04 16.66
N 13.09 11.83 15.57
C 14.19 12.47 15.12
C 12.01 10.31 17.12
C 12.01 9.42 18.21
C 10.84 8.75 18.60
C 9.66 8.96 17.89
C 9.73 9.81 16.81
N 10.83 10.48 16.46
H 16.26 12.88 15.23
H 16.46 11.56 17.43
H 14.45 10.32 18.23
H 14.08 13.10 14.24
H 12.95 9.27 18.73
H 10.88 8.08 19.46
H 8.70 8.50 18.15
H 8.82 9.99 16.24
N 8.32 12.59 15.71
C 6.95 12.05 15.69
C 6.43 11.51 14.35
C 7.27 10.42 13.69
N 8.60 10.88 13.24
H 8.51 13.00 16.62
H 8.41 13.36 15.04
H 6.21 12.76 16.10
H 6.92 11.22 16.44
H 6.21 12.33 13.65
H 5.47 11.04 14.58
H 6.69 9.99 12.85
H 7.44 9.56 14.39
H 8.49 11.77 12.75
H 9.00 10.23 12.57
C 8.75 11.68 8.19
C 8.60 12.25 9.59
C 7.53 11.45 10.35
P 10.22 12.48 10.60
C 11.21 13.87 9.80
C 12.72 13.71 9.81
C 10.78 14.31 8.42
C 11.17 10.98 10.25
C 11.51 10.75 8.91
C 12.04 9.53 8.47
C 12.24 9.28 7.03
C 12.38 8.59 9.42
C 12.20 8.83 10.77
C 11.63 10.03 11.24
N 11.60 10.34 12.57
C 12.44 9.54 13.35
C 13.86 9.76 13.30
C 14.47 10.76 12.33
C 14.67 9.07 14.19
C 14.17 8.13 15.11
C 15.05 7.42 16.09
C 12.79 7.88 15.07
C 11.92 8.48 14.16
C 10.49 8.01 14.09
H 7.78 11.83 7.66
H 8.96 10.60 8.20
H 9.51 12.19 7.58
H 8.26 13.30 9.53
H 7.86 10.43 10.63
H 6.60 11.35 9.74
H 7.24 11.96 11.29
H 10.94 14.72 10.48
H 13.06 12.82 9.23
H 13.15 13.63 10.82
H 13.19 14.60 9.34
H 11.07 13.59 7.61
H 11.29 15.26 8.16
H 9.69 14.49 8.34
H 11.36 11.57 8.20
H 12.02 10.17 6.42
H 11.62 8.43 6.69
H 13.29 8.98 6.83
H 12.82 7.65 9.10
H 12.52 8.08 11.50
H 13.78 11.56 12.05
H 14.76 10.27 11.38
H 15.40 11.22 12.75
H 15.74 9.30 14.22
H 15.99 7.08 15.61
H 14.54 6.56 16.54
H 15.33 8.11 16.93
H 12.40 7.16 15.79
H 10.21 7.31 14.90
H 10.26 7.48 13.13
H 9.76 8.83 14.13
N 12.30 14.11 12.91
H 12.11 13.18 12.51
H 12.24 14.00 13.90
H 11.52 14.71 12.67
```

## Properties
- Charge: 0
- Max |F|: 3.233 eV/A
- HOMO level: -6.25 eV
- Energy relative to the best compared isomer or geometry (same formula, charge and spin): 0.0000 eV
- LUMO energy: -0.51 eV
- Energy: -8375.23725 hartree
- Gap between HOMO and LUMO: 0.2109 Eh

=====

Entry 4:
Formula: C6H16N2
Source: the Open Molecules 2025 dataset
Level of theory: ωB97M-V/def2-TZVPD

Structure (XYZ):
```
24
C6H16N2, DFT ωB97M-V/def2-TZVPD
C 0.04 -0.62 0.95
N 1.29 -1.18 0.38
C 2.31 -0.17 0.16
C 3.52 -0.63 -0.62
C -1.16 -0.73 -0.05
N -0.91 -0.99 -1.31
C -0.84 0.49 -1.53
C -2.55 -0.74 0.47
H -0.27 -1.14 1.87
H 0.02 0.45 1.23
H -3.41 3.86 2.27
H 2.45 0.39 1.10
H 1.84 0.64 -0.42
H 3.44 -0.17 -1.60
H 4.50 -0.29 -0.26
H 3.71 -1.70 -0.71
H -3.67 3.26 1.93
H 0.83 -1.42 -0.52
H 0.12 0.78 -2.05
H -1.55 0.67 -2.33
H -0.87 1.29 -0.77
H -3.26 -1.37 -0.07
H -2.97 0.27 0.35
H -2.62 -0.95 1.54
```

## Properties
- Charge: 0
- Max |F|: 4.293 eV/A
- HOMO level: -7.56 eV
- Energy relative to the best compared isomer or geometry (same formula, charge and spin): 5.6244 eV
- LUMO energy: 0.53 eV
- Energy: -347.51813 hartree
- Gap between HOMO and LUMO: 0.2971 Eh

=====

Entry 5:
Formula: C30H30CuIN3O7P3
Source: the Open Molecules 2025 dataset
Level of theory: ωB97M-V/def2-TZVPD

Structure (XYZ):
```
75
C30H30CuIN3O7P3, DFT ωB97M-V/def2-TZVPD
Cu -0.66 0.21 0.89
N -2.45 3.31 -0.84
C -3.12 1.96 -1.06
C -4.34 2.18 -1.94
P -3.59 1.54 0.68
O -4.50 0.22 0.58
O -4.32 2.73 1.16
O -2.32 1.12 1.38
P -1.86 0.89 -1.85
O -1.45 1.80 -3.12
O -2.43 -0.41 -2.23
O -0.66 1.02 -0.92
H -3.10 3.91 -0.31
H -2.21 3.72 -1.75
H -1.59 3.18 -0.30
H -5.09 2.78 -1.43
H -4.76 1.21 -2.20
H -4.06 2.67 -2.88
H -5.43 0.39 0.38
H -1.70 1.39 -3.96
I 0.69 3.00 1.61
C 1.26 3.29 -0.39
C 0.91 4.53 -0.87
C 1.37 5.00 -2.12
C 2.25 4.23 -2.81
C 2.64 2.96 -2.32
C 3.65 2.27 -3.04
C 4.11 1.06 -2.61
C 3.46 0.45 -1.52
C 2.43 1.05 -0.82
P 1.57 -0.18 0.22
C 2.85 -0.80 1.35
C 3.60 -1.94 1.09
C 4.58 -2.35 1.98
C 4.83 -1.62 3.13
C 4.09 -0.48 3.40
C 3.10 -0.07 2.51
C 1.17 -1.54 -0.92
C 0.97 -1.32 -2.28
C 0.49 -2.35 -3.08
C 0.21 -3.59 -2.53
C 0.39 -3.81 -1.17
C 0.86 -2.78 -0.37
C 2.07 2.40 -1.14
H 0.33 5.20 -0.25
H 1.07 5.97 -2.47
H 2.69 4.58 -3.73
H 4.07 2.74 -3.92
H 4.91 0.54 -3.12
H 3.76 -0.56 -1.26
H 3.42 -2.53 0.19
H 5.16 -3.24 1.77
H 5.59 -1.94 3.82
H 4.28 0.10 4.30
H 2.53 0.82 2.73
H 1.17 -0.35 -2.71
H 0.33 -2.17 -4.13
H -0.17 -4.38 -3.16
H 0.17 -4.77 -0.74
H 1.00 -2.97 0.69
N -4.86 -2.85 2.26
C -3.88 -3.54 2.88
O -4.05 -4.64 3.36
C -2.53 -2.89 2.95
C -1.59 -3.40 3.85
C -0.33 -2.83 3.90
C -0.05 -1.77 3.07
N -0.94 -1.27 2.21
C -2.15 -1.82 2.15
H -5.78 -3.26 2.24
H -4.74 -1.89 1.97
H -1.88 -4.24 4.47
H 0.42 -3.19 4.58
H 0.93 -1.31 3.08
H -2.83 -1.39 1.43
```

## Properties
- Charge: +1
- Max |F|: 0.468 eV/A
- Multiplicity: 2
- HOMO level (spin up / spin down): -11.04 / -11.10 eV
- Energy relative to the best compared isomer or geometry (same formula, charge and spin): 0.1366 eV
- LUMO energy (spin up / spin down): -2.74 / -3.84 eV
- Energy: -4814.50173 hartree
- Gap between HOMO and LUMO (spin up / spin down): 0.3052 / 0.2667 Eh
- Expectation value of S²: 0.75

=====

Entry 6:
Formula: C5H9N
Source: the Open Molecules 2025 dataset
Level of theory: ωB97M-V/def2-TZVPD

Structure (XYZ):
```
15
C5H9N, DFT ωB97M-V/def2-TZVPD
H -0.09 -0.09 -2.47
N 0.85 0.00 -2.08
C 0.74 0.26 -0.85
C 1.76 0.35 0.26
C 0.61 -0.09 1.21
C -0.43 0.33 0.13
C -1.67 -0.51 -0.08
H 2.64 -0.29 0.19
H 2.08 1.38 0.45
H 0.54 0.40 2.19
H 0.60 -1.17 1.34
H -0.70 1.39 0.27
H -2.29 -0.50 0.83
H -2.30 -0.13 -0.90
H -1.42 -1.55 -0.30
```

## Properties
- SMILES: [H]/N=C1/CC[C@@H]1C
- Charge: 0
- Max |F|: 0.454 eV/A
- HOMO level: -9.65 eV
- Energy relative to the best compared isomer or geometry (same formula, charge and spin): 0.9046 eV
- LUMO energy: 1.02 eV
- Energy: -250.63370 hartree
- Gap between HOMO and LUMO: 0.3922 Eh

=====

Entry 7:
Formula: H22O11
Source: the Open Molecules 2025 dataset
Level of theory: ωB97M-V/def2-TZVPD

Structure (XYZ):
```
33
H22O11, DFT ωB97M-V/def2-TZVPD
O -1.76 0.04 -2.33
H -2.16 0.77 -1.95
H -2.42 -0.25 -3.03
O -0.14 2.54 2.02
H -0.87 2.09 2.42
H 0.41 1.84 1.63
O 2.43 -1.08 1.07
H 1.59 -0.63 1.05
H 2.61 -1.34 1.97
O -3.30 0.73 0.39
H -2.89 0.19 1.09
H -3.33 1.60 0.83
O 0.85 1.73 -1.26
H 0.36 2.52 -1.08
H 0.49 1.56 -2.17
O 0.00 -0.01 0.68
H 0.22 0.52 -0.13
H -0.35 -0.81 0.30
O 0.84 -3.62 0.20
H 0.63 -4.51 -0.12
H 0.08 -3.23 -0.21
O 3.17 0.69 -2.56
H 3.44 -0.17 -2.18
H 2.32 0.91 -2.14
O 0.79 -2.89 2.93
H 0.72 -2.84 1.95
H 1.69 -2.64 3.10
O -0.38 3.88 -0.38
H -0.37 3.19 0.32
H 0.28 4.58 -0.07
O -1.32 -1.98 -0.62
H -1.35 -1.29 -1.31
H -2.28 -2.09 -0.43
```

## Properties
- SMILES: O.O.O.O.O.O.O.O.O.O.O
- Charge: 0
- Max |F|: 4.104 eV/A
- HOMO level: -10.47 eV
- Energy relative to the best compared isomer or geometry (same formula, charge and spin): 1.5335 eV
- LUMO energy: -0.22 eV
- Energy: -840.82378 hartree
- Gap between HOMO and LUMO: 0.3768 Eh

=====

Repeat the fourth record exactly.
Formula: C6H16N2
Source: the Open Molecules 2025 dataset
Level of theory: ωB97M-V/def2-TZVPD

Structure (XYZ):
```
24
C6H16N2, DFT ωB97M-V/def2-TZVPD
C 0.04 -0.62 0.95
N 1.29 -1.18 0.38
C 2.31 -0.17 0.16
C 3.52 -0.63 -0.62
C -1.16 -0.73 -0.05
N -0.91 -0.99 -1.31
C -0.84 0.49 -1.53
C -2.55 -0.74 0.47
H -0.27 -1.14 1.87
H 0.02 0.45 1.23
H -3.41 3.86 2.27
H 2.45 0.39 1.10
H 1.84 0.64 -0.42
H 3.44 -0.17 -1.60
H 4.50 -0.29 -0.26
H 3.71 -1.70 -0.71
H -3.67 3.26 1.93
H 0.83 -1.42 -0.52
H 0.12 0.78 -2.05
H -1.55 0.67 -2.33
H -0.87 1.29 -0.77
H -3.26 -1.37 -0.07
H -2.97 0.27 0.35
H -2.62 -0.95 1.54
```

## Properties
- Charge: 0
- Max |F|: 4.293 eV/A
- HOMO level: -7.56 eV
- Energy relative to the best compared isomer or geometry (same formula, charge and spin): 5.6244 eV
- LUMO energy: 0.53 eV
- Energy: -347.51813 hartree
- Gap between HOMO and LUMO: 0.2971 Eh

=====

Q: Which of these has the lowest energy?
A: C45H58Br2CaN7OP

=====

Q: Among the records above, which one has the highest energy relative to the best compared isomer or geometry (same formula, charge and spin)?
A: C5H12NO2